{"formula": "C26H35BBaF4N3O10", "method": "ωB97M-V/def2-TZVPD", "gap_ev": 8.03, "charge": 1, "relative_energy_kcal_mol": 0.0, "total_energy_ev": -64708.19337, "elements": ["Ba", "B", "F", "F", "F", "F", "C", "C", "C", "C", "C", "C", "N", "O", "O", "H", "H", "H", "H", "H", "C", "C", "C", "C", "C", "C", "N", "O", "O", "H", "H", "H", "H", "H", "C", "C", "C", "C", "C", "C", "N", "O", "O", "H", "H", "H", "H", "H", "C", "O", "C", "C", "O", "C", "H", "H", "H", "H", "H", "H", "H", "H", "H", "H", "C", "O", "C", "C", "O", "C", "H", "H", "H", "H", "H", "H", "H", "H", "H", "H"], "xyz": [[-3.0165, 0.4896, 1.5960], [-0.5744, -0.5445, 0.0347], [-1.5525, 0.2950, -0.6046], [-0.2002, -1.5092, -0.8892], [0.4776, 0.2521, 0.4433], [-1.2061, -1.2068, 1.1190], [2.8562, 1.7729, -1.6603], [2.5423, 3.0956, -1.9180], [3.1130, 3.8014, -2.9561], [4.1035, 3.1687, -3.6812], [4.4817, 1.8566, -3.4345], [3.8315, 1.1439, -2.4284], [4.7540, 3.8976, -4.7768], [4.2704, 4.9653, -5.0947], [5.7075, 3.3841, -5.3184], [2.3309, 1.1646, -0.9345], [1.7554, 3.5644, -1.3366], [2.7564, 4.8024, -3.1428], [5.1933, 1.4080, -4.1135], [4.0915, 0.1026, -2.2981], [1.7088, -3.3478, 1.0861], [2.6303, -4.3975, 1.0269], [3.6763, -4.4513, 1.9292], [3.8314, -3.4941, 2.9182], [2.8850, -2.4778, 3.0101], [1.8463, -2.4153, 2.1121], [4.8663, -3.6498, 3.9222], [5.7733, -4.4182, 3.7093], [4.7584, -2.9617, 4.9221], [0.9131, -3.2464, 0.3626], [2.4997, -5.1619, 0.2743], [4.3694, -5.2797, 1.8470], [2.9571, -1.7804, 3.8344], [1.1757, -1.5684, 2.1955], [0.2270, 0.6505, -3.7886], [-1.1387, 0.4130, -3.7436], [-2.0224, 1.1261, -4.5432], [-1.5059, 2.0242, -5.4606], [-0.1491, 2.3032, -5.4872], [0.7207, 1.5915, -4.6769], [-2.4137, 2.7437, -6.3642], [-1.9230, 3.3241, -7.3102], [-3.6036, 2.7085, -6.0908], [0.8752, 0.1253, -3.0993], [-1.4596, -0.3170, -3.0139], [-3.0881, 0.9847, -4.4356], [0.3110, 3.0048, -6.1710], [1.7898, 1.7575, -4.7207], [-3.6594, -2.3360, -0.8631], [-4.1944, -1.6561, 0.2793], [-4.8760, -2.4639, 1.2036], [-3.9500, -3.0389, 2.2604], [-3.1414, -1.9580, 2.7511], [-2.1919, -2.4438, 3.7051], [-3.1766, -1.6166, -1.5178], [-4.4790, -2.8197, -1.3941], [-2.9025, -3.0594, -0.5578], [-5.5396, -3.1847, 0.7178], [-5.6007, -1.8355, 1.7413], [-3.3399, -3.8377, 1.8308], [-4.5222, -3.4313, 3.1041], [-1.4544, -1.6631, 3.9019], [-1.6835, -3.3321, 3.3384], [-2.6968, -2.5950, 4.6657], [-2.9016, 0.7555, 5.0871], [-2.0549, 1.0293, 3.9423], [-1.0091, 1.9627, 4.1795], [-0.0692, 1.9778, 3.0121], [-0.8931, 2.0776, 1.7981], [-0.4894, 3.1095, 0.8956], [-2.2677, 0.4604, 5.9217], [-3.5343, -0.0749, 4.7821], [-3.4411, 1.6797, 5.2921], [-0.4603, 1.7395, 5.0992], [-1.4563, 2.9604, 4.2746], [0.3576, 0.9986, 2.7707], [0.6790, 2.7625, 3.0097], [-0.9689, 4.0660, 1.1338], [-0.8984, 2.8464, -0.0819], [0.5899, 3.2268, 0.8672]], "mulliken_charge": [1.970, 0.616, -0.576, -0.346, -0.243, -0.251, -0.518, -0.104, -0.533, -0.102, -0.240, -0.588, 1.003, -0.593, -0.600, 0.630, 0.196, 0.488, 0.469, 0.411, -0.589, -0.706, -0.290, -0.152, -0.377, 0.298, 0.971, -0.576, -0.590, 0.475, 0.406, 0.440, 0.440, 0.115, -0.719, -0.453, -0.382, 0.017, -0.421, -0.332, 0.993, -0.569, -0.599, 0.573, 0.440, 0.438, 0.456, 0.493, -0.525, -0.233, -0.691, -0.619, 0.122, -0.984, -0.076, 0.372, 0.325, 0.444, 0.244, 0.396, 0.391, 0.191, 0.443, 0.333, -0.906, -0.049, -0.647, -0.476, -0.043, -1.051, 0.326, 0.256, 0.331, 0.428, 0.360, -0.040, 0.562, 0.343, 0.205, 0.381]}